# C6H15FIN3O6PS2

2 unconnected molecules or ions with the total composition C6H15FIN3O6PS2 (the ωB97M-V functional and the def2-TZVPD basis, the OMol25 dataset).

ORCA input file:
```
! wB97M-V def2-TZVPD RIJCOSX def2/J DEFGRID3
* xyz 1 1
O -0.65 1.13 0.59
S -0.86 2.07 -0.44
O -0.14 1.92 -1.64
F -0.62 3.51 0.09
C -2.62 2.10 -0.90
S -2.99 3.47 -2.04
C -3.25 0.76 -1.37
N -4.36 0.55 -0.40
C -4.60 1.79 0.08
N -5.73 2.42 0.25
I -7.53 1.55 -0.18
N -3.36 2.30 0.36
H -2.89 2.81 -3.21
H -3.71 0.96 -2.34
H -2.63 -0.12 -1.50
H -5.15 0.04 -0.76
H -5.68 3.36 0.60
H -3.30 3.22 0.78
C 5.30 -3.87 0.86
O 4.67 -2.84 1.62
P 3.08 -2.65 1.37
O 2.52 -4.00 1.19
O 3.27 -1.85 -0.04
C 4.32 -0.90 -0.23
O 1.81 -1.78 1.87
C 1.33 -0.62 1.18
H 6.37 -3.67 0.89
H 5.10 -4.85 1.30
H 4.96 -3.86 -0.18
H 5.08 -1.33 -0.88
H 4.79 -0.61 0.71
H 3.91 -0.01 -0.71
H 0.97 -0.89 0.19
H 2.10 0.15 1.12
H 0.50 -0.24 1.76
*
```

Values from the calculation:
**HOMO energy**: -11.501 eV
**Frontier orbital gap**: 0.2275 hartree
**Energy**: -2388.33444 Eh

From a natural (NBO) analysis of the wavefunction, the atomic charges in e read: -0.88 2.42 -0.88 -0.45 -0.29 0.04 -0.23 -0.54 0.67 -0.70 0.50 -0.59 0.17 0.22 0.27 0.42 0.45 0.42 -0.24 -0.82 2.52 -1.08 -0.84 -0.26 -0.77 -0.24 0.19 0.21 0.19 0.19 0.19 0.18 0.19 0.18 0.20

---

# C6H15INO2

2 unconnected molecules or ions with the total composition C6H15INO2 (the ωB97M-V functional and the def2-TZVPD basis, the OMol25 dataset).

ORCA input file:
```
! wB97M-V def2-TZVPD RIJCOSX def2/J DEFGRID3
* xyz 0 2
I 2.54 2.56 20.34
C 7.12 2.74 23.97
O 6.67 3.15 22.68
C 6.41 4.54 22.66
C 5.66 4.98 21.37
N 6.16 4.32 20.15
C 5.31 4.70 18.97
C 6.00 4.15 17.66
O 6.65 2.85 17.69
C 7.23 2.69 16.38
H 7.31 1.66 23.99
H 6.41 2.95 24.78
H 8.06 3.23 24.22
H 7.40 4.98 22.74
H 5.86 4.94 23.50
H 5.87 6.02 21.09
H 4.58 4.90 21.49
H 7.12 4.63 20.12
H 5.31 5.78 18.78
H 4.24 4.57 19.06
H 6.66 4.95 17.33
H 5.19 4.18 16.93
H 7.93 1.86 16.33
H 7.89 3.55 16.24
H 6.53 2.57 15.55
*
```

Values from the calculation:
**HOMO energy (alpha / beta)**: -8.670 / -8.663 eV
**Relative energy (zero: lowest compared OMol25 entry of this formula, charge and spin)**: 62.16 kJ/mol
**Frontier orbital gap (alpha / beta)**: 0.3479 / 0.2080 hartree
**Energy**: -740.41137 Eh

From a natural (NBO) analysis of the wavefunction, the atomic charges in e read: 0.00 -0.25 -0.53 -0.07 -0.24 -0.61 -0.24 -0.07 -0.52 -0.26 0.20 0.17 0.16 0.15 0.17 0.17 0.19 0.36 0.16 0.20 0.16 0.17 0.19 0.16 0.17